Density functional theory data (ωB97M-V/def2-TZVPD) for a cluster of 10 separate species, C36H97N5O18 in total.

Properties
Energy above the lowest of the compared OMol25 structures with the same formula, charge and spin: 423.6 kJ/mol
LUMO: 0.44 eV
SMILES: COCCNCCOC.COCCNCCOC.COCCNCCOC.COCCNCCOC.COCCNCCOC.OCCO.OCCO.OCCO.O.O

Geometry (Å):
C1 -1.859 6.572 -4.020
O1 -1.671 5.745 -5.150
C2 -0.303 5.638 -5.572
C3 0.733 5.128 -4.544
N1 0.347 3.806 -4.067
C4 0.998 3.470 -2.850
C5 0.146 2.500 -1.995
O2 -1.095 3.117 -1.833
C6 -1.978 2.403 -0.887
H1 -1.418 6.202 -3.095
H2 -2.880 6.895 -3.817
H3 -1.410 7.549 -4.198
H4 -0.061 6.636 -5.938
H5 -0.230 4.992 -6.446
H6 0.798 5.842 -3.722
H7 1.616 5.103 -5.183
H8 -0.641 3.847 -3.859
H9 1.121 4.327 -2.187
H10 1.990 3.099 -3.107
H11 0.522 2.324 -0.987
H12 -0.020 1.588 -2.569
H13 -2.208 1.351 -1.059
H14 -2.929 2.932 -0.832
H15 -1.591 2.535 0.124
C7 6.782 -1.362 6.470
O3 6.110 -0.342 5.696
C8 5.538 -0.766 4.462
C9 4.493 0.293 3.980
N2 3.352 0.372 4.877
C10 2.451 1.366 4.388
C11 1.468 1.872 5.429
O4 2.287 2.385 6.492
C12 1.479 2.965 7.585
H16 6.176 -2.246 6.665
H17 6.988 -0.959 7.462
H18 7.719 -1.640 5.987
H19 4.992 -1.700 4.590
H20 6.316 -0.792 3.698
H21 4.151 -0.033 2.998
H22 5.010 1.215 3.711
H23 3.559 0.937 5.688
H24 1.902 0.885 3.578
H25 3.015 2.163 3.904
H26 0.786 1.158 5.891
H27 0.862 2.704 5.071
H28 0.733 3.695 7.271
H29 2.090 3.443 8.350
H30 0.996 2.147 8.120
C13 2.051 -2.570 -4.342
O5 2.286 -3.926 -4.835
C14 2.564 -3.938 -6.199
C15 2.823 -5.383 -6.500
N3 3.201 -5.664 -7.911
C16 3.530 -7.061 -8.051
C17 3.494 -7.571 -9.531
O6 2.302 -7.114 -10.174
C18 2.088 -7.470 -11.546
H31 1.074 -2.299 -4.741
H32 2.762 -1.856 -4.759
H33 2.245 -2.527 -3.270
H34 3.406 -3.291 -6.444
H35 1.644 -3.575 -6.658
H36 2.110 -5.952 -5.903
H37 3.688 -5.618 -5.880
H38 2.536 -5.340 -8.599
H39 2.864 -7.768 -7.558
H40 4.494 -7.248 -7.579
H41 3.554 -8.656 -9.447
H42 4.339 -7.261 -10.146
H43 2.066 -8.550 -11.690
H44 2.941 -7.221 -12.177
H45 1.137 -7.006 -11.809
C19 -2.902 9.608 2.790
O7 -3.366 8.261 2.814
C20 -3.657 7.757 4.146
C21 -3.848 6.324 4.062
N4 -2.594 5.640 3.827
C22 -2.703 4.258 3.312
C23 -1.303 3.594 3.230
O8 -0.723 3.803 1.944
C24 0.673 3.466 1.841
H46 -3.144 10.134 1.866
H47 -1.822 9.724 2.874
H48 -3.392 10.083 3.639
H49 -4.527 8.151 4.670
H50 -2.830 8.033 4.800
H51 -4.639 6.259 3.315
H52 -4.292 6.054 5.020
H53 -2.093 6.131 3.101
H54 -3.219 4.332 2.355
H55 -3.382 3.633 3.891
H56 -1.360 2.518 3.395
H57 -0.601 3.951 3.984
H58 1.368 4.048 2.447
H59 0.933 3.581 0.789
H60 0.766 2.407 2.082
C25 -8.562 -1.323 3.048
O9 -7.445 -1.536 2.220
C26 -7.596 -0.973 0.914
C27 -6.192 -0.854 0.224
N5 -5.262 -0.054 0.959
C28 -3.901 -0.350 0.666
C29 -3.035 0.374 1.708
O10 -2.931 -0.379 2.955
C30 -1.603 -0.672 3.452
H61 -9.432 -1.866 2.678
H62 -8.969 -0.314 3.112
H63 -8.467 -1.647 4.084
H64 -8.110 -0.014 0.978
H65 -8.303 -1.593 0.361
H66 -6.283 -0.504 -0.804
H67 -5.854 -1.884 0.113
H68 -5.319 -0.209 1.955
H69 -3.647 0.017 -0.329
H70 -3.826 -1.437 0.632
H71 -3.370 1.388 1.926
H72 -1.985 0.388 1.416
H73 -0.960 0.202 3.354
H74 -1.229 -1.535 2.902
H75 -1.799 -0.929 4.493
O11 1.793 -6.277 0.686
C31 2.165 -6.317 2.103
C32 1.724 -5.044 2.787
O12 2.220 -3.764 2.321
H76 2.549 -5.919 0.214
H77 1.643 -7.168 2.540
H78 3.235 -6.520 2.138
H79 1.980 -5.035 3.846
H80 0.641 -4.919 2.774
H81 2.023 -3.136 3.020
O13 -2.201 -5.611 2.003
C33 -1.638 -4.716 1.050
C34 -2.685 -4.231 -0.053
O14 -2.083 -3.209 -0.842
H82 -2.268 -6.502 1.652
H83 -1.192 -3.875 1.580
H84 -0.811 -5.174 0.507
H85 -3.622 -3.874 0.376
H86 -3.063 -5.030 -0.690
H87 -2.678 -2.920 -1.537
O15 -0.301 -1.215 -0.941
C35 0.762 -1.723 -0.225
C36 1.895 -0.706 0.057
O16 3.008 -1.441 0.478
H88 -0.958 -1.907 -1.042
H89 0.439 -2.283 0.652
H90 1.144 -2.485 -0.904
H91 1.580 0.105 0.714
H92 2.077 -0.086 -0.822
H93 2.701 -2.035 1.167
O17 5.022 -0.414 -1.027
H94 4.539 -0.791 -0.291
H95 4.346 -0.172 -1.659
O18 3.536 0.576 -3.181
H96 4.067 0.368 -3.950
H97 2.717 0.916 -3.540